DFT (wB97M-V/def2-TZVPD) results for a cluster of 2 separate species, C8H10NO3P in total.

```
! RIJCOSX wB97M-V def2-TZVPD def2/J DEFGRID3
* xyz 0 1
C -0.68898 -2.03409 1.54071
C 0.02538 -0.84116 1.34445
C -2.07387 -1.95825 1.45703
C -2.05247 0.26491 1.19273
C -0.60735 0.38217 1.34795
C -0.05530 1.63084 1.43573
C 1.03527 -1.18765 -2.07522
C 0.28486 2.13691 -1.21603
N -2.67711 -0.80729 1.30110
O 0.14818 2.66215 1.93590
O 2.56800 1.47618 0.28275
O 1.55188 -0.26619 -1.10036
P 1.77975 1.33761 -0.93022
H -0.13751 -2.95309 1.50733
H 1.11790 -0.84226 1.58968
H -2.56531 -2.92009 1.75921
H -2.62885 1.22013 1.08245
H 0.85681 -0.55549 -2.99937
H -0.03611 -1.52444 -1.89317
H 1.80272 -1.98149 -2.43491
H -0.39181 1.90754 -2.10441
H 0.30631 3.25293 -1.01854
H 2.43759 1.60013 -2.00480
*
```

**E_LUMO (alpha / beta)**: -0.0453 / -0.0333 Ha
**Calculated total energy**: -25375.2652 eV
**Kohn-Sham gap (alpha / beta)**: 0.221 / 0.276 Eh
**Energy above the lowest of the compared OMol25 structures with the same formula, charge and spin**: 385.0 kJ/mol
**HOMO level (alpha / beta)**: -7.2 / -8.4 eV